ORCA calculation (ωB97M-V with the def2-TZVPD basis set) on an isolated molecule of C3H9NOS in a non-equilibrium geometry.

Cartesian coordinates (Å):
N1 -1.55 -0.56 -0.83
C1 -1.12 -0.22 0.48
C2 0.11 0.55 0.68
S1 -0.10 2.01 -0.27
C3 1.46 -0.25 0.47
O1 1.62 -0.33 -1.00
H1 -0.69 -0.82 -1.38
H2 -2.41 -1.08 -0.99
H3 -1.87 0.30 0.99
H4 -1.03 -1.17 1.25
H5 0.15 0.94 1.66
H6 -0.50 1.33 -1.55
H7 1.35 -1.35 0.81
H8 2.37 0.05 1.11
H9 2.21 0.61 -1.44

Computed properties:
net charge: 0
energy above the lowest of the compared OMol25 structures with the same formula, charge and spin: 70.7 kcal per mole
LUMO level: 0.625 eV
SMILES: NC[C@H](S)CO
orbital gap: 9.43 eV
electronic energy: -647.7854 a.u.